{
  "formula": "C14H33IN8O4P",
  "method": "wB97M-V/def2-TZVPD",
  "multiplicity": 1,
  "total_charge": 1,
  "homo_energy_ev": -11.44,
  "symbols": ["N", "H", "H", "H", "H", "C", "H", "H", "C", "H", "H", "H", "C", "N", "N", "H", "H", "N", "N", "H", "H", "O", "H", "H", "H", "N", "N", "H", "H", "H", "C", "O", "H", "C", "O", "N", "H", "H", "H", "C", "C", "C", "C", "H", "H", "C", "P", "H", "H", "C", "H", "H", "O", "H", "C", "H", "C", "C", "H", "H", "I"],
  "positions_angstrom": [[-1.181, 3.382, 4.028], [1.913, -3.420, -5.831], [-2.004, 4.774, 2.730], [-7.097, -1.557, 1.460], [4.938, -4.509, -4.029], [3.460, -3.232, -4.356], [0.329, -0.710, -2.281], [4.178, 0.962, 1.830], [3.540, -0.771, 0.622], [-3.877, 0.038, 0.641], [2.708, -0.960, 1.319], [-7.433, -0.651, -0.042], [-1.224, 3.097, 5.361], [-1.620, -0.549, 1.163], [4.350, -4.157, -4.769], [-1.185, 2.561, 3.444], [-5.098, 1.022, 2.561], [-0.174, 0.788, 0.323], [-1.067, 0.644, 1.219], [4.389, -5.759, -6.095], [-0.226, 4.734, 2.780], [-1.260, 1.937, 5.733], [-1.136, 5.494, 4.102], [-1.162, -2.138, -0.253], [-1.260, 3.866, 7.344], [-0.078, -0.348, -0.380], [0.815, -0.555, -1.404], [-2.099, 4.884, 6.167], [-0.314, 4.843, 6.215], [5.570, -4.478, -6.423], [4.030, 0.689, 0.780], [3.423, -2.895, -3.172], [3.329, 1.408, 0.334], [2.531, -2.640, -5.385], [-4.635, -1.940, -0.384], [-4.865, -0.061, 0.801], [-5.431, 1.923, 1.070], [3.101, -2.130, -6.162], [-6.609, 0.742, 1.674], [4.545, -4.680, -6.111], [1.796, -1.639, -1.099], [-5.375, -1.185, 0.237], [3.231, -1.145, -0.859], [4.976, 0.810, 0.234], [1.879, -1.915, -4.904], [-1.224, 4.252, 6.330], [0.704, 2.385, 0.292], [3.860, -4.231, -6.822], [3.936, -1.904, -1.198], [-0.990, -1.143, 0.141], [4.380, -1.393, 0.959], [1.469, -2.268, -0.256], [-0.602, 3.379, 0.412], [1.831, -2.293, -1.977], [-6.847, -1.457, 0.403], [-7.096, -2.386, -0.102], [-1.134, 4.681, 3.384], [-5.552, 0.960, 1.571], [3.367, -0.233, -1.460], [-0.335, 4.240, 0.039], [1.608, 2.836, -1.949]],
  "nbo_charge": [-0.63, 0.24, 0.20, 0.23, 0.41, 0.69, 0.40, 0.22, -0.41, 0.39, 0.18, 0.23, 0.68, -0.20, -0.59, 0.39, 0.21, -0.21, 0.03, 0.21, 0.18, -0.62, 0.22, 0.27, 0.25, 0.02, -0.44, 0.23, 0.23, 0.21, -0.60, -0.69, 0.17, -0.72, -0.66, -0.61, 0.20, 0.24, 0.22, -0.41, -0.26, 0.68, -0.42, 0.22, 0.22, -0.72, 1.13, 0.21, 0.26, 0.22, 0.22, 0.19, -0.98, 0.27, -0.72, 0.25, -0.41, -0.41, 0.21, 0.53, -0.04]
}

{
  "formula": "C14H34AlBeCl4F5KN2O8",
  "method": "wB97M-V/def2-TZVPD",
  "multiplicity": 1,
  "total_charge": -1,
  "homo_energy_ev": -3.28,
  "symbols": ["C", "H", "C", "Cl", "Cl", "C", "C", "H", "Cl", "H", "H", "O", "H", "C", "H", "H", "H", "H", "O", "Al", "H", "K", "F", "Be", "O", "H", "H", "F", "C", "O", "O", "H", "H", "O", "H", "C", "H", "O", "H", "H", "H", "F", "H", "H", "H", "H", "C", "N", "C", "H", "H", "C", "H", "H", "C", "H", "C", "H", "H", "C", "C", "F", "Cl", "O", "F", "H", "H", "H", "H", "N"],
  "positions_angstrom": [[3.672, -3.366, 0.519], [-9.119, 1.932, -5.204], [3.446, 2.160, -1.497], [3.013, -4.084, 4.598], [2.603, -5.325, 2.114], [2.539, 2.042, 2.594], [-7.095, 1.566, -4.477], [-7.786, -0.195, -5.564], [5.374, -3.702, 0.935], [-2.007, 3.553, -1.434], [-7.536, 1.131, -3.558], [2.435, -0.012, -0.992], [-1.268, 2.536, 0.011], [-1.058, 3.143, -0.948], [1.394, -6.505, 5.473], [-0.371, 5.271, 1.210], [-8.389, 3.333, -4.414], [3.459, -1.087, 4.044], [-5.067, -4.858, -2.719], [-0.272, -2.354, -2.502], [3.623, -2.320, 0.207], [1.541, 3.136, -2.781], [-1.586, -3.376, -3.124], [-6.541, -2.339, -2.454], [-3.809, -4.034, -1.182], [1.801, 2.048, 3.485], [2.632, 3.385, 0.813], [-0.511, -0.683, -3.059], [3.206, 0.584, 2.508], [4.037, -1.028, 6.635], [-5.962, 2.258, -4.396], [-0.608, 2.365, -1.700], [-6.528, 0.697, -6.426], [1.141, -5.576, 5.402], [4.863, -1.571, 6.614], [0.078, 4.293, -0.735], [-6.105, -0.311, -5.033], [-4.295, -2.839, -2.914], [-7.895, 2.880, -6.054], [3.404, -3.988, -0.338], [1.417, 5.261, 0.786], [1.286, -2.962, -3.101], [2.845, -0.075, 1.653], [0.885, 3.777, 2.590], [2.987, 3.151, -1.908], [1.044, 3.966, -1.279], [2.739, -3.597, 1.691], [-4.388, -3.917, -2.264], [0.468, 4.598, 0.789], [4.359, 0.667, 2.572], [-0.296, 5.244, -1.247], [-6.858, 0.377, -5.432], [3.067, -3.057, 2.578], [1.733, -3.254, 1.437], [1.910, 2.601, 1.230], [3.949, 1.629, -2.400], [-8.179, 2.483, -5.073], [4.284, 2.447, -0.750], [2.687, 0.514, 4.751], [2.757, -0.204, 3.864], [2.416, 1.213, -0.683], [-0.277, -2.392, -0.727], [3.285, -7.129, 0.224], [1.454, 1.599, 0.298], [1.391, -0.665, 3.638], [1.170, -5.398, 4.454], [3.246, -1.579, 6.879], [4.133, -0.247, 7.229], [3.365, 2.798, 2.899], [0.667, 3.391, 1.647]],
  "mulliken_charge": [-0.06, 0.34, -1.36, -0.68, -0.18, -1.02, 0.73, 0.30, -0.24, 0.34, 0.08, -0.52, 0.26, -0.55, 0.29, 0.38, 0.30, 0.20, -0.58, 0.77, -0.17, 0.88, -0.38, 0.44, -0.52, 0.51, 0.35, -0.46, -0.07, -0.42, -0.68, 0.03, 0.35, -0.61, 0.41, 0.28, 0.18, -0.53, 0.31, 0.42, 0.33, -0.49, -0.01, 0.28, 0.50, -0.65, 0.39, 0.95, -0.81, 0.38, 0.50, -1.10, -0.25, 0.22, 0.29, 0.31, -1.27, 0.31, 0.26, -0.45, 0.77, -0.43, -0.47, -0.14, -0.34, 0.32, 0.39, 0.45, 0.14, -0.47]
}

{
  "formula": "C14H34AlF4IO10P3",
  "method": "wB97M-V/def2-TZVPD",
  "multiplicity": 1,
  "total_charge": -1,
  "homo_energy_ev": -3.92,
  "symbols": ["F", "O", "C", "O", "O", "H", "H", "H", "O", "H", "H", "H", "H", "Al", "H", "C", "H", "O", "H", "F", "C", "H", "H", "C", "C", "H", "H", "H", "H", "C", "F", "H", "H", "P", "H", "P", "H", "O", "C", "I", "C", "C", "H", "H", "H", "C", "H", "H", "O", "H", "H", "C", "H", "O", "C", "H", "F", "H", "P", "C", "H", "C", "H", "O", "H", "O", "H"],
  "positions_angstrom": [[6.471, 3.625, -3.602], [-2.215, -0.789, 5.818], [0.906, -1.700, -1.885], [-2.871, -1.017, -2.162], [-0.440, -1.467, -2.310], [-4.335, -4.203, 0.588], [5.694, 4.357, -8.554], [-1.352, 2.614, 1.469], [-1.729, 1.600, 6.206], [-1.849, -4.071, 0.158], [-4.699, -0.128, -2.115], [-3.711, 0.213, -0.704], [-4.616, -3.306, -0.919], [4.568, 2.116, -5.784], [-3.864, 0.028, 6.770], [-1.113, 1.973, 2.317], [-0.983, 2.610, 3.200], [-1.860, 0.000, 3.572], [3.965, 3.513, -5.329], [5.947, 0.755, -3.614], [-3.582, -0.870, 6.210], [-0.160, 1.479, 2.131], [1.796, -0.276, 6.913], [6.239, 1.519, -4.736], [-3.680, 0.095, -1.789], [-3.791, -2.528, 0.425], [-2.704, -4.954, -1.106], [-3.300, 1.272, -3.550], [-2.140, 1.542, -2.266], [-3.909, -3.478, -0.107], [7.872, 3.187, -5.250], [1.125, -1.111, -0.990], [-3.771, 2.226, -2.131], [-1.685, 0.588, 5.110], [2.224, -3.354, -1.451], [5.096, 2.287, -8.081], [5.564, 0.478, -9.173], [-0.083, 0.267, 5.034], [-3.196, 1.361, -2.468], [2.655, 0.341, -5.548], [0.880, 1.157, 5.595], [-2.581, -3.972, -0.650], [-2.366, 0.391, 1.617], [-3.664, -1.720, 6.887], [1.983, 1.408, 7.435], [7.158, 2.646, -4.232], [0.605, -3.531, -0.762], [1.746, 1.150, 4.929], [-2.057, -3.099, -1.668], [1.557, -1.344, -2.682], [-5.524, -1.274, 5.351], [1.299, 0.693, 6.975], [0.845, -3.772, -2.489], [6.000, 0.917, -8.438], [-2.208, 0.951, 2.536], [-4.159, -1.900, 4.401], [7.071, 0.739, -5.515], [7.893, 2.215, -3.538], [-1.638, -1.545, -1.207], [1.164, -3.176, -1.635], [-4.525, -0.181, 4.385], [-4.504, -1.071, 5.019], [0.503, 2.180, 5.617], [-1.405, -0.256, -0.457], [-3.151, 1.442, 2.800], [6.156, 3.596, -8.196], [0.436, 0.565, 7.629]],
  "nbo_charge": [-0.34, -0.80, -0.08, -0.82, -0.78, 0.22, 0.49, 0.23, -1.01, 0.17, 0.17, 0.17, 0.23, 0.84, 0.18, -0.64, 0.20, -0.73, -0.39, -0.38, -0.07, 0.23, 0.21, 0.23, -0.05, 0.20, 0.19, 0.21, 0.23, -0.64, -0.34, 0.18, 0.20, 2.44, 0.22, 0.64, 0.48, -0.82, -0.63, -0.52, -0.06, -0.08, 0.23, 0.18, 0.21, 0.51, 0.18, 0.18, -0.70, 0.22, 0.21, -0.63, 0.22, -0.98, -0.09, 0.22, -0.36, 0.11, 2.39, -0.63, 0.20, -0.63, 0.19, -0.98, 0.16, -1.00, 0.22]
}

{
  "formula": "C14H35BIO9PS",
  "method": "wB97M-V/def2-TZVPD",
  "smiles": "O=C(I)CBP(O)(O)=S.COCCOC.COCCOC.COCCOC",
  "multiplicity": 1,
  "homo_energy_ev": -9.19,
  "symbols": ["C", "C", "C", "H", "H", "H", "O", "H", "H", "O", "C", "H", "H", "C", "C", "H", "C", "B", "H", "H", "C", "H", "H", "H", "H", "O", "H", "C", "O", "H", "H", "O", "C", "H", "C", "P", "O", "H", "H", "H", "C", "O", "C", "H", "H", "H", "H", "C", "O", "H", "H", "O", "H", "H", "S", "H", "H", "H", "I", "H", "H", "H"],
  "positions_angstrom": [[-1.647, -0.460, 2.689], [-4.255, 0.834, 1.126], [0.827, -1.725, -0.499], [-2.903, -2.754, 3.461], [-4.503, 0.678, 2.180], [-5.017, 0.348, 0.515], [0.598, 0.786, -0.347], [-3.223, 2.377, 4.824], [1.489, -1.383, 1.887], [4.280, -1.761, -0.706], [-1.407, 5.895, 6.239], [1.522, -0.846, -6.556], [-1.077, 0.869, 1.111], [-3.480, -1.853, 3.230], [0.638, -0.240, -1.038], [-1.736, 2.769, 6.714], [4.356, -1.907, -5.580], [1.805, -1.812, 0.826], [1.309, -3.181, -7.416], [-2.242, 1.577, 2.237], [-1.969, 0.658, 1.708], [1.546, -1.992, -8.705], [-0.199, -2.127, -0.189], [-1.368, -1.379, 2.160], [4.323, -4.821, -8.044], [3.173, -3.160, -8.352], [-1.945, 4.019, 2.199], [3.338, -4.442, -7.764], [-2.733, -0.697, 3.582], [-3.755, -1.850, 2.172], [-0.793, -0.155, 3.303], [2.939, -1.987, -5.645], [-2.073, 3.629, 6.126], [4.694, -2.533, -4.752], [2.419, -1.408, -6.840], [3.501, -2.714, 0.516], [-0.984, 4.549, 6.080], [2.577, -5.129, -8.146], [2.393, -4.224, -0.692], [-4.394, -1.862, 3.825], [-2.099, 4.735, 3.012], [-3.018, 4.206, 3.957], [-2.454, 3.151, 4.732], [3.133, -0.699, -7.274], [-2.935, 4.069, 6.639], [-1.592, 2.706, 4.221], [4.825, -2.265, -6.500], [2.028, -2.476, -7.850], [3.191, -4.272, -0.115], [-4.254, 1.905, 0.901], [-2.237, 6.141, 5.572], [-2.994, 0.269, 0.795], [3.281, -4.397, -6.673], [-1.138, 4.978, 3.475], [4.579, -2.871, 2.116], [-0.565, 6.547, 6.000], [4.178, -0.845, -0.347], [4.662, -0.874, -5.385], [0.383, 0.026, -3.214], [1.231, -2.343, -1.373], [-2.525, 5.650, 2.597], [-1.703, 6.072, 7.278]],
  "nbo_charge": [-0.09, -0.25, -0.91, 0.17, 0.18, 0.19, -0.53, 0.19, -0.04, -0.95, -0.25, 0.18, 0.20, -0.25, 0.49, 0.19, -0.26, 0.36, 0.18, 0.18, -0.10, 0.18, 0.30, 0.16, 0.19, -0.55, 0.16, -0.25, -0.55, 0.18, 0.19, -0.55, -0.09, 0.19, -0.09, 1.42, -0.55, 0.17, 0.49, 0.19, -0.25, -0.55, -0.09, 0.18, 0.18, 0.17, 0.18, -0.09, -0.93, 0.17, 0.18, -0.56, 0.18, 0.18, -0.51, 0.19, 0.49, 0.17, 0.06, 0.25, 0.19, 0.17]
}

What did the fourth record say?
{
  "formula": "C14H35BIO9PS",
  "method": "wB97M-V/def2-TZVPD",
  "smiles": "O=C(I)CBP(O)(O)=S.COCCOC.COCCOC.COCCOC",
  "multiplicity": 1,
  "homo_energy_ev": -9.19,
  "symbols": ["C", "C", "C", "H", "H", "H", "O", "H", "H", "O", "C", "H", "H", "C", "C", "H", "C", "B", "H", "H", "C", "H", "H", "H", "H", "O", "H", "C", "O", "H", "H", "O", "C", "H", "C", "P", "O", "H", "H", "H", "C", "O", "C", "H", "H", "H", "H", "C", "O", "H", "H", "O", "H", "H", "S", "H", "H", "H", "I", "H", "H", "H"],
  "positions_angstrom": [[-1.647, -0.460, 2.689], [-4.255, 0.834, 1.126], [0.827, -1.725, -0.499], [-2.903, -2.754, 3.461], [-4.503, 0.678, 2.180], [-5.017, 0.348, 0.515], [0.598, 0.786, -0.347], [-3.223, 2.377, 4.824], [1.489, -1.383, 1.887], [4.280, -1.761, -0.706], [-1.407, 5.895, 6.239], [1.522, -0.846, -6.556], [-1.077, 0.869, 1.111], [-3.480, -1.853, 3.230], [0.638, -0.240, -1.038], [-1.736, 2.769, 6.714], [4.356, -1.907, -5.580], [1.805, -1.812, 0.826], [1.309, -3.181, -7.416], [-2.242, 1.577, 2.237], [-1.969, 0.658, 1.708], [1.546, -1.992, -8.705], [-0.199, -2.127, -0.189], [-1.368, -1.379, 2.160], [4.323, -4.821, -8.044], [3.173, -3.160, -8.352], [-1.945, 4.019, 2.199], [3.338, -4.442, -7.764], [-2.733, -0.697, 3.582], [-3.755, -1.850, 2.172], [-0.793, -0.155, 3.303], [2.939, -1.987, -5.645], [-2.073, 3.629, 6.126], [4.694, -2.533, -4.752], [2.419, -1.408, -6.840], [3.501, -2.714, 0.516], [-0.984, 4.549, 6.080], [2.577, -5.129, -8.146], [2.393, -4.224, -0.692], [-4.394, -1.862, 3.825], [-2.099, 4.735, 3.012], [-3.018, 4.206, 3.957], [-2.454, 3.151, 4.732], [3.133, -0.699, -7.274], [-2.935, 4.069, 6.639], [-1.592, 2.706, 4.221], [4.825, -2.265, -6.500], [2.028, -2.476, -7.850], [3.191, -4.272, -0.115], [-4.254, 1.905, 0.901], [-2.237, 6.141, 5.572], [-2.994, 0.269, 0.795], [3.281, -4.397, -6.673], [-1.138, 4.978, 3.475], [4.579, -2.871, 2.116], [-0.565, 6.547, 6.000], [4.178, -0.845, -0.347], [4.662, -0.874, -5.385], [0.383, 0.026, -3.214], [1.231, -2.343, -1.373], [-2.525, 5.650, 2.597], [-1.703, 6.072, 7.278]],
  "nbo_charge": [-0.09, -0.25, -0.91, 0.17, 0.18, 0.19, -0.53, 0.19, -0.04, -0.95, -0.25, 0.18, 0.20, -0.25, 0.49, 0.19, -0.26, 0.36, 0.18, 0.18, -0.10, 0.18, 0.30, 0.16, 0.19, -0.55, 0.16, -0.25, -0.55, 0.18, 0.19, -0.55, -0.09, 0.19, -0.09, 1.42, -0.55, 0.17, 0.49, 0.19, -0.25, -0.55, -0.09, 0.18, 0.18, 0.17, 0.18, -0.09, -0.93, 0.17, 0.18, -0.56, 0.18, 0.18, -0.51, 0.19, 0.49, 0.17, 0.06, 0.25, 0.19, 0.17]
}